# 1
A cluster of 17 separate species, C43H67ClFN20O in total in a non-equilibrium geometry, computed with ωB97M-V/def2-TZVPD.

Output
HOMO in eV: -11.48
Gap between HOMO and LUMO in eV: 8.615
Net charge: +1
LUMO in eV: -2.867

XYZ file:
```
133
Properties=species:S:1:pos:R:3:forces:R:3
C 3.329073 0.603709 0.898692 -0.33 0.15 -0.21
C 3.165962 -0.661067 0.109329 0.27 -0.15 0.11
C 4.432915 -1.216127 -0.453580 0.33 -0.48 1.86
N 2.055339 -1.299233 -0.065913 1.20 0.84 -2.34
C 0.967807 -0.578133 -0.656204 -2.24 -0.82 1.35
C 1.176045 -0.103512 -2.109327 0.92 0.39 -0.11
C 1.274343 1.391992 -2.236646 -2.19 1.16 -0.76
O 0.321938 2.105680 -2.478609 2.04 -1.15 0.66
F 2.502240 1.907087 -2.091568 -0.15 -0.18 0.08
C 0.149125 0.422430 0.255280 1.44 -0.35 0.11
N -1.249477 0.196840 -0.058891 -0.75 0.21 1.45
C -1.235701 -1.210389 -0.086078 1.03 0.41 -1.81
N -2.121565 -1.966015 0.452638 -0.91 0.51 0.43
C -3.302927 -1.408710 1.138538 -0.34 0.22 -0.16
C -4.311245 -0.758639 0.201349 -0.43 -0.55 0.29
C -5.557461 -0.440134 1.037387 0.65 0.35 -0.05
Cl -5.496443 1.284458 1.535687 -0.22 -0.25 0.11
N -0.125879 -1.629912 -0.732630 -0.02 -0.27 0.25
H 2.412841 0.847068 1.423569 -0.15 0.32 -0.06
H 4.073611 0.400386 1.670046 0.08 -0.03 -0.16
H 3.696103 1.439376 0.305437 -0.02 0.09 -0.06
H 5.203074 -1.124583 0.316519 0.28 0.04 -0.12
H 4.766740 -0.608306 -1.290797 -0.24 0.01 -0.30
H 4.350292 -2.270148 -0.680859 -0.11 0.04 -0.53
H 0.321491 -0.375864 -2.713507 -0.25 0.04 -0.06
H 2.043102 -0.573756 -2.569759 0.20 -0.12 0.17
H 0.462066 1.456599 0.285569 -0.19 0.22 -0.46
H 0.349300 0.049995 1.256070 -0.30 0.08 0.29
H -1.455325 0.524252 -0.999556 -0.11 0.13 -0.04
H -2.031583 -2.968996 0.427949 0.28 -0.11 -0.13
H -3.014183 -0.660708 1.872694 0.44 -0.01 0.03
H -3.769171 -2.222742 1.680048 -0.01 -0.26 -0.02
H -4.591806 -1.438955 -0.601106 0.07 -0.12 -0.11
H -3.912053 0.152621 -0.227154 0.09 0.08 -0.13
H -5.535837 -1.005880 1.961217 -0.26 -0.13 0.01
H -6.465336 -0.659631 0.497613 -0.29 0.27 -0.05
H -0.222777 -2.151554 -1.589630 0.18 -0.68 0.28
C 3.383883 0.892700 -5.726228 -0.12 -0.11 0.19
C 3.782079 -0.249828 -4.908827 -0.13 0.20 0.04
N 4.066354 -1.134344 -4.233550 -0.02 0.13 0.01
H 3.277467 0.586602 -6.760410 0.00 0.06 -0.06
H 2.433005 1.289230 -5.371178 0.01 -0.01 0.05
H 4.141098 1.669748 -5.669388 0.02 0.01 -0.07
C -1.742690 3.990008 1.454077 0.13 -0.01 0.03
C -1.248804 2.852978 2.225823 -0.14 0.05 0.00
N -0.873375 1.949480 2.827456 0.07 -0.01 -0.02
H -1.881846 3.696927 0.414482 -0.01 0.01 -0.02
H -2.696388 4.324570 1.857456 0.04 -0.08 -0.05
H -1.025030 4.807292 1.499395 0.02 -0.01 -0.03
C 4.166248 -4.305490 -3.247757 -0.11 -0.03 -0.35
C 3.743452 -5.429851 -4.079232 0.02 0.04 0.06
N 3.407172 -6.314240 -4.729240 -0.04 0.02 0.00
H 5.206784 -4.424638 -2.961654 0.00 -0.01 0.07
H 4.049472 -3.371669 -3.795365 0.04 -0.09 0.03
H 3.557883 -4.264981 -2.349033 0.02 -0.03 0.06
C -6.118315 -0.888961 5.749378 -0.01 -0.05 -0.06
C -6.117841 -1.841756 4.643080 -0.01 0.04 0.06
N -6.127466 -2.589447 3.771497 0.14 0.07 0.00
H -6.522672 0.063295 5.412106 -0.01 0.01 -0.01
H -6.731807 -1.271019 6.562606 -0.01 0.00 0.01
H -5.101813 -0.740583 6.107169 0.01 0.00 0.01
C 3.326811 -0.610916 5.388436 0.15 0.00 -0.07
C 4.254164 -0.679432 4.263136 -0.05 -0.02 0.08
N 4.986399 -0.724257 3.379040 -0.02 -0.08 0.07
H 3.850693 -0.271636 6.284317 -0.12 -0.14 -0.16
H 2.521132 0.084705 5.158565 -0.01 0.01 0.00
H 2.904460 -1.595426 5.578475 0.00 -0.01 0.02
C -5.833181 3.970839 -0.598795 0.06 0.11 -0.17
C -5.163514 5.138399 -1.165800 -0.07 -0.02 0.02
N -4.636839 6.058096 -1.607195 0.04 -0.02 0.03
H -5.232505 3.559692 0.205107 -0.01 0.04 0.06
H -6.807887 4.248154 -0.203260 -0.01 -0.04 0.04
H -5.970389 3.212141 -1.367191 -0.03 0.00 -0.01
C -10.111020 5.314486 -1.065913 0.04 -0.09 0.05
C -9.730794 4.103418 -0.341756 -0.11 0.17 -0.11
N -9.439920 3.150874 0.226372 0.13 -0.09 0.06
H -10.263250 5.081704 -2.117486 -0.01 0.01 -0.01
H -11.033346 5.715504 -0.651716 -0.01 0.01 0.00
H -9.324725 6.061428 -0.975917 0.00 0.02 -0.01
C -9.265361 -3.447814 3.397302 -0.15 -0.03 0.05
C -10.638997 -3.352825 3.884758 0.12 -0.01 -0.11
N -11.720940 -3.276053 4.257361 -0.10 0.01 0.00
H -8.951986 -2.492081 2.984472 0.01 0.00 -0.02
H -8.599500 -3.719141 4.212073 0.02 -0.01 -0.01
H -9.203563 -4.206845 2.620321 0.02 0.01 -0.02
C 3.601304 -4.547115 1.691442 0.02 0.00 -0.05
C 4.489081 -4.557152 0.532930 0.02 -0.08 0.09
N 5.188711 -4.556968 -0.376699 0.03 -0.04 0.21
H 4.135219 -4.166313 2.559807 0.01 0.01 0.01
H 2.743549 -3.907116 1.488826 0.00 0.03 -0.03
H 3.255602 -5.557706 1.898811 0.00 -0.01 0.01
C 6.078070 -1.228821 -8.181571 -0.07 0.05 0.03
C 5.409125 0.063344 -8.302066 0.11 -0.04 -0.06
N 4.877830 1.078695 -8.384316 0.10 -0.06 -0.02
H 5.798074 -1.867832 -9.015824 0.05 0.00 -0.03
H 7.155762 -1.089664 -8.191328 0.01 0.00 -0.06
H 5.786104 -1.708552 -7.248290 -0.01 0.00 0.01
C 4.263244 2.956698 7.701452 -0.02 -0.09 0.04
C 4.096850 1.553087 8.068703 0.04 0.09 0.13
N 3.969264 0.449021 8.356905 0.01 0.12 0.01
H 5.051760 3.402485 8.303602 0.01 0.01 0.00
H 4.531322 3.033281 6.649397 0.01 0.01 -0.01
H 3.333850 3.494794 7.874496 0.00 0.01 0.01
C -13.036248 -3.321301 0.282668 0.14 0.00 -0.04
C -11.706876 -3.129327 -0.295864 -0.07 -0.01 0.07
N -10.658852 -2.979902 -0.739475 0.02 -0.01 0.05
H -12.940464 -3.671173 1.309110 -0.02 0.01 0.02
H -13.579582 -2.379163 0.277495 -0.01 0.01 0.01
H -13.588034 -4.055761 -0.299738 -0.01 -0.01 0.00
C -4.934591 5.989340 4.588689 0.00 -0.06 -0.07
C -4.837202 5.026405 3.495896 -0.08 0.03 0.05
N -4.766984 4.269630 2.635719 -0.05 0.07 0.10
H -5.437426 6.889000 4.240914 -0.01 0.01 0.00
H -5.501989 5.556835 5.409745 -0.01 0.00 0.01
H -3.938334 6.249358 4.939906 0.01 0.01 0.01
C 10.894965 -0.924576 -8.450908 -0.03 -0.05 -0.04
C 9.803543 -1.315045 -9.338928 0.10 0.03 0.02
N 8.949926 -1.620870 -10.042602 -0.06 0.01 0.06
H 11.775593 -1.525294 -8.668440 0.01 -0.01 -0.01
H 11.133105 0.125918 -8.600442 -0.01 0.02 0.01
H 10.603966 -1.077185 -7.413714 -0.02 0.04 0.01
C 8.147195 -1.969392 4.242971 0.11 0.02 -0.01
C 9.497949 -1.892447 3.692599 -0.03 -0.02 0.03
N 10.559020 -1.831502 3.260845 -0.02 0.01 0.00
H 8.194660 -2.180613 5.309546 0.01 -0.01 0.01
H 7.630632 -1.025263 4.088140 -0.04 -0.01 -0.03
H 7.591051 -2.761813 3.747109 -0.02 0.01 -0.02
C 7.123278 2.754728 -4.699683 0.03 -0.07 -0.08
C 8.127613 1.820587 -5.202771 -0.02 0.04 0.03
N 8.922753 1.092473 -5.594355 -0.04 -0.05 -0.05
H 6.466024 3.058407 -5.512848 0.01 0.02 -0.02
H 6.532171 2.278912 -3.919197 0.02 -0.01 0.02
H 7.611003 3.636310 -4.289897 0.00 0.01 0.01
```
Positions in Å, forces in eV/Å.


# 2
A cluster of 2 separate species, C6H5NO4 in total in a non-equilibrium geometry, computed with ωB97M-V/def2-TZVPD.

Output
HOMO (alpha / beta) in eV: -7.88 / -7.88
Energy above the lowest of the compared OMol25 structures with the same formula, charge and spin in kcal/mol: 103.7
Gap between HOMO and LUMO (alpha / beta) in eV: 7.981 / 7.981
LUMO (alpha / beta) in eV: 0.101 / 0.099

XYZ file:
```
16
Properties=species:S:1:pos:R:3:forces:R:3
C 1.587298 -0.471617 1.968792 -1.83 -0.45 0.17
C 1.467599 -0.359954 0.595115 0.24 0.05 -4.85
C 0.291329 -0.356913 2.440026 2.73 0.87 0.02
C 0.146198 -0.144286 0.256559 0.70 -0.09 2.30
C -2.926928 0.918595 0.492451 -0.16 0.96 1.19
C -0.571383 -0.020876 -0.960442 -0.90 0.33 -4.03
N 0.008424 -0.043321 -2.197199 0.70 -0.26 1.91
O -0.785434 0.108600 -3.334084 -1.32 0.15 0.38
O -2.570330 1.584997 1.335657 -0.66 -0.45 -0.91
O 1.217440 -0.210306 -2.437638 0.03 0.08 0.24
O -0.557540 -0.080646 1.485463 -0.81 -0.35 -2.60
H 2.439645 -0.727496 2.512920 1.07 -0.06 0.81
H 2.116338 -0.413734 -0.361615 -0.41 -0.08 2.38
H 0.033623 -0.026088 3.399708 -0.78 -0.33 1.33
H -0.234809 0.120422 -4.151894 0.41 -0.15 1.38
H -1.661470 0.122625 -1.043819 0.99 -0.23 0.29
```
Positions in Å, forces in eV/Å.


# 3
A structure of composition C4H5CdLiO7 in a non-equilibrium geometry, computed with ωB97M-V/def2-TZVPD.

Output
HOMO (alpha / beta) in eV: -7.75 / -9.28
Energy above the lowest of the compared OMol25 structures with the same formula, charge and spin in kcal/mol: 5.4
Gap between HOMO and LUMO (alpha / beta) in eV: 3.858 / 8.094
LUMO (alpha / beta) in eV: -3.888 / -1.182

XYZ file:
```
18
Properties=species:S:1:pos:R:3:forces:R:3
O -4.170109 1.867067 -0.793221 1.63 1.27 3.27
C -3.061478 1.249971 -0.870814 -0.23 0.66 -0.54
O -2.841080 0.507752 -1.878793 4.04 -0.79 1.71
O -2.166387 1.457009 0.052259 1.08 0.18 1.13
C -0.865114 0.851180 -0.093878 -0.36 -0.26 -0.83
O 1.196853 0.580667 1.041108 -0.39 1.02 0.52
C 3.228092 -2.110929 0.383063 1.30 -0.51 -3.26
C -0.011707 1.211944 1.116626 -1.42 -0.51 -0.15
O 3.948771 -1.116812 0.111572 -0.53 0.55 1.35
O 2.091663 -2.259982 -0.145685 -1.07 0.40 1.17
Cd -4.691448 0.870934 -2.428597 -5.87 -1.25 -5.18
Li 2.168067 -0.212207 -0.301964 0.99 -1.26 -0.21
H -0.405185 1.231998 -1.017450 -0.10 -0.15 0.18
H -0.981380 -0.238820 -0.175262 0.09 0.29 0.02
H 0.056277 2.323187 1.154378 0.59 -0.37 0.23
H -0.578231 0.921743 2.031089 0.60 0.21 -0.08
O 3.854631 -3.200930 0.905039 -0.19 0.39 0.71
H 3.227762 -3.933764 0.910532 -0.15 0.13 -0.05
```
Positions in Å, forces in eV/Å.


| no. | energy (eV) |
| --- | --- |
| 1 | -92755.5713 |
| 2 | -15977.7459 |
| 3 | -23329.0446 |